C6H9IO2 | ωB97M-V/def2-TZVPD

XYZ file:
```
18
Properties=species:S:1:pos:R:3:forces:R:3:mulliken_charge:R:1
C 1.7191 0.9076 0.1876 -0.6026 -1.4161 -0.8194 -0.34
C 1.2083 0.9914 -1.0654 -0.2146 0.9411 1.8689 -0.38
C 1.0941 -0.1189 1.0780 1.2219 -0.7550 -1.3541 -0.63
C 0.8625 -1.4138 0.2503 0.3193 -0.4604 2.1522 -0.43
C 0.1779 0.1029 -1.3897 -3.1480 -1.1703 0.3948 0.20
C -2.4286 0.1870 0.3858 1.0938 1.2208 0.0490 -0.58
O 0.0233 -1.1144 -0.8768 0.6269 0.2396 -0.2126 -0.25
O -1.4359 1.2099 -0.0200 -0.2787 -3.1052 -0.2097 -0.54
I -0.8065 0.1869 -3.2344 0.1571 0.1871 0.3510 0.16
H 2.5877 1.4557 0.4327 0.4042 1.0260 0.6826 0.48
H 1.1315 1.9466 -1.5280 0.9258 0.3831 -1.0414 0.38
H 1.6485 -0.3715 1.9327 1.4881 -0.4720 0.9573 0.47
H 0.2393 0.3060 1.5465 -1.4952 0.3357 -0.4036 0.22
H 1.8702 -1.8592 -0.1190 -1.7621 0.7343 0.5447 0.28
H 0.3347 -2.1559 0.9871 0.7406 1.0987 -1.9833 0.28
H -2.4098 -0.8162 -0.1406 0.7963 0.7505 0.3901 0.20
H -3.3886 0.5727 0.0309 -0.2754 0.0523 0.6039 0.30
H -2.4277 -0.0167 1.5424 0.0029 0.4099 -1.9703 0.18
```
Positions in Å, forces in eV/Å.

Values from the calculation:
**LUMO energy (spin up / spin down)**: -0.95 / -0.95 eV
**Gap between HOMO and LUMO (spin up / spin down)**: 6.94 / 6.94 eV
**DFT total energy**: -682.00799 a.u.
**ΔE to the lowest compared entry with this formula, charge and spin**: 103.2 kcal/mol

=====

C11H14NS | ωB97M-V/def2-TZVPD

XYZ file:
```
27
Properties=species:S:1:pos:R:3:forces:R:3:mulliken_charge:R:1
C -4.5986 0.3152 0.3800 1.3932 -1.2104 0.2004 -0.34
C -3.7298 1.2992 0.0034 3.2291 -2.5362 -0.5713 -0.73
C -4.1570 -1.0373 0.5345 -1.1050 0.1831 -0.5015 -0.57
C -2.4009 0.9636 -0.2851 2.3304 0.6422 -0.4072 -0.10
C -2.8575 -1.4096 0.2117 -1.2628 1.2835 0.6728 -0.31
C -1.9154 -0.3882 -0.2028 -2.1586 -0.6270 0.7563 0.57
C 1.8661 -0.1771 0.2391 -0.1379 0.1136 1.2852 -1.34
C 0.7725 -0.6977 -0.7237 2.9253 1.7403 -1.0813 0.31
C 3.2184 0.3682 -0.3376 0.2992 -2.7002 -0.2878 0.32
C -0.6156 -0.8520 -0.3853 0.5213 -0.9667 -0.3983 0.13
C 3.6721 1.7094 0.2226 2.8978 -1.0840 2.8285 -1.25
N 0.0832 -1.9733 -0.4058 -0.3397 3.1174 0.2697 -0.36
S 4.2871 -1.0150 0.3832 0.3598 0.4911 -0.6056 -0.27
H -5.5334 0.7186 0.6065 -1.8444 -0.3995 0.4972 0.43
H -3.9291 2.2929 -0.0667 -1.1725 2.5880 -0.0985 0.50
H -4.8893 -1.8347 0.8338 0.8622 1.0394 -0.1846 0.34
H -1.6340 1.8079 -0.5573 -1.6176 -1.7752 0.4765 0.31
H -2.6945 -2.4504 0.4684 0.9503 0.0723 -0.5410 0.32
H 1.5725 0.6549 0.8839 -0.9399 -0.1551 -0.1448 0.37
H 2.0753 -0.9979 0.9704 -0.2887 0.5234 -0.5619 0.53
H 1.1377 -0.4007 -1.7813 -1.4077 -0.9737 1.2527 0.35
H 3.1538 0.1935 -1.4805 0.6274 0.9991 1.7362 0.34
H 3.3425 2.4676 -0.3298 -1.6947 3.1718 -2.5927 0.44
H 4.8281 1.9201 0.2365 -2.0565 -1.0366 -0.1541 0.29
H 3.3532 2.0039 1.2838 0.2257 -1.1998 -1.2930 0.33
H 0.0524 -2.8780 -0.7874 -0.3013 -1.3498 -0.4515 0.24
H 5.5401 -0.6032 0.0855 -0.2944 0.0492 -0.1005 0.15
```
Positions in Å, forces in eV/Å.

Values from the calculation:
**SMILES string**: C[C@@H](S)C[C@H]1[NH+]=C1c1ccccc1
**LUMO energy**: -5.39 eV
**Gap between HOMO and LUMO**: 6.44 eV
**DFT total energy**: -880.10955 a.u.
**Net charge**: +1
**ΔE to the lowest compared entry with this formula, charge and spin**: 62.3 kcal/mol

=====

C45H48F6FeN3O3 | ωB97M-V/def2-TZVPD

XYZ file:
```
106
Properties=species:S:1:pos:R:3:forces:R:3:lowdin_spin:R:1
C -0.7112 -1.9454 4.9939 -0.2121 0.0539 0.0505 0.00
C 0.7428 -1.5745 4.6954 0.2444 0.1603 -0.3134 0.00
C 1.7319 -2.5422 5.3457 0.0543 -0.0551 0.0343 0.00
C 1.0194 -0.1149 5.0570 -0.2125 -0.2413 0.0433 0.01
C 1.3522 0.2419 6.3667 -0.0118 0.0359 -0.2342 0.00
C 1.5360 1.5776 6.7060 0.0542 0.2225 0.2714 0.00
C 1.3721 2.5871 5.7572 -0.0963 -0.3155 -0.0449 0.00
C 1.0173 2.2614 4.4455 0.1778 0.4159 0.0209 0.01
C 0.8238 3.3650 3.4052 -0.0133 -0.5649 -0.1658 0.00
C 2.1224 4.1163 3.1144 0.1796 -0.0125 0.0795 0.00
C -0.3304 4.2997 3.7645 -0.1158 -0.0604 0.0966 0.00
C 0.8720 0.9089 4.1073 -0.1877 0.1030 -0.1315 0.01
N 0.5536 0.5661 2.7475 0.6961 -0.2344 -0.1019 0.17
N -0.6485 0.8812 2.2082 -0.6826 0.8831 1.6367 0.50
N -0.6283 0.3338 0.9610 -0.4852 -0.3702 -1.1753 0.25
C -1.7052 0.6112 0.0425 0.5171 0.1039 0.6433 0.02
C -1.4694 1.3188 -1.1544 0.0483 0.1707 -0.0289 0.02
C -0.0954 1.9079 -1.4893 0.1711 -0.5578 -0.2079 0.00
C 0.3255 3.0272 -0.5388 -0.0959 0.1096 0.2467 0.00
C 0.0502 2.3806 -2.9413 -0.0105 -0.0587 0.0008 0.00
C -2.5543 1.5086 -2.0115 0.1554 0.0585 0.0081 0.00
C -3.8274 1.0675 -1.6737 -0.3141 -0.1149 0.0275 0.01
C -4.0444 0.4220 -0.4610 0.1776 0.1789 -0.1055 0.00
C -2.9855 0.1945 0.4192 -0.5157 -0.2135 0.1820 0.01
C -3.2762 -0.5025 1.7559 0.5827 0.0353 -0.2320 0.00
C -3.8409 -1.9085 1.5526 -0.0370 -0.0849 -0.1266 0.00
C -4.1701 0.3562 2.6518 0.0133 0.1575 -0.0373 0.00
C 0.5708 -0.3112 0.7316 0.3734 -0.2687 -0.9760 0.25
C 0.8045 -1.0896 -0.4553 0.3001 -0.7011 -0.7116 0.03
C -0.1898 -1.9416 -0.9826 0.3663 0.5776 0.3205 0.05
C 0.0377 -2.6438 -2.1498 -0.0414 -0.0508 -0.1362 0.00
C -1.0009 -3.6302 -2.5953 -0.5711 -0.8720 0.1813 0.00
F -1.0625 -3.7555 -3.9505 -0.0136 0.0592 0.8744 0.00
F -0.7481 -4.8840 -2.0874 -0.3402 1.1914 -0.6151 0.00
F -2.2541 -3.2836 -2.1559 0.9508 -0.3213 -0.4960 0.00
C 1.2140 -2.4949 -2.8726 -0.2199 -0.0761 -0.0782 0.06
C 2.1820 -1.6389 -2.3694 0.4337 -0.0124 0.0935 0.00
C 3.4426 -1.4214 -3.1581 0.7153 -0.2919 -0.1388 0.00
F 4.2726 -0.5074 -2.5723 -0.5459 -0.6700 -0.5681 0.00
F 4.1571 -2.5861 -3.2874 -0.5537 1.1420 -0.1003 0.00
F 3.1740 -0.9648 -4.4222 0.3157 -0.3900 0.8659 0.00
C 2.0281 -0.9985 -1.1555 -0.6366 -0.0003 0.2864 0.05
C 1.3881 -0.1031 1.8343 -0.2893 0.3755 0.9229 0.05
C 2.6850 -0.4749 2.1219 -0.3407 0.4489 -0.4197 0.44
H -1.3980 -1.2609 4.4761 0.1155 -0.1020 0.1213 0.00
H -0.9297 -2.9672 4.6557 0.1304 0.2111 0.1166 0.00
H -0.9125 -1.8758 6.0730 0.0134 -0.0424 -0.2053 0.00
H 0.8887 -1.6591 3.6154 -0.0897 -0.1383 0.1279 0.00
H 2.7643 -2.2390 5.1250 -0.1871 -0.0974 0.1121 0.00
H 1.5958 -2.5721 6.4351 0.0889 -0.0758 -0.1901 0.00
H 1.5911 -3.5591 4.9547 -0.0149 0.2806 0.1173 0.00
H 1.4597 -0.5469 7.1148 -0.0031 0.3451 -0.2000 0.00
H 1.8009 1.8384 7.7366 -0.0793 -0.0788 -0.3924 0.00
H 1.5200 3.6369 6.0245 -0.0664 -0.3511 -0.0161 0.00
H 0.5337 2.8389 2.4935 0.0401 0.2770 0.0818 0.00
H 2.9205 3.4120 2.8438 -0.1393 0.1540 0.0777 0.00
H 1.9895 4.8073 2.2709 -0.0123 -0.0775 0.2218 0.00
H 2.4563 4.6881 3.9924 -0.0422 -0.0717 -0.2186 0.00
H -1.2442 3.7178 3.9402 0.1724 0.1323 -0.0136 0.00
H -0.1103 4.8784 4.6726 -0.0591 -0.0587 -0.2004 0.00
H -0.5299 4.9926 2.9366 0.0903 -0.0643 0.2035 0.00
H 0.6241 1.0879 -1.3655 -0.1112 0.2734 -0.0342 0.00
H 0.3105 2.6903 0.5028 -0.0329 0.0881 -0.1805 0.00
H 1.3486 3.3580 -0.7707 -0.2745 -0.0456 0.0221 0.00
H -0.3565 3.8860 -0.6272 0.1808 -0.1524 0.0186 0.00
H -0.2502 1.6024 -3.6547 0.0226 0.1783 0.1347 0.00
H -0.5472 3.2854 -3.1218 0.1204 -0.1834 -0.0469 0.00
H 1.1031 2.6228 -3.1469 -0.2877 -0.0167 0.1085 0.00
H -2.3931 2.0272 -2.9556 -0.1239 -0.1231 0.2439 0.00
H -4.6653 1.2397 -2.3553 0.3055 -0.0772 0.1974 0.00
H -5.0397 0.0761 -0.1827 0.1808 0.1277 -0.1234 0.00
H -2.3160 -0.5993 2.2688 -0.2093 -0.0788 -0.0165 0.00
H -3.1915 -2.5009 0.8935 -0.1804 0.1067 0.1252 0.00
H -3.9067 -2.4369 2.5125 -0.0570 0.1294 -0.1830 0.00
H -4.8424 -1.8681 1.1014 0.1857 -0.0964 0.1042 0.00
H -3.7292 1.3519 2.7868 -0.0869 -0.1866 -0.0251 0.00
H -5.1695 0.4786 2.2118 0.1496 -0.0316 0.1361 0.00
H -4.2699 -0.1046 3.6427 -0.0554 0.0441 -0.2032 0.00
H -1.1278 -2.0560 -0.4562 0.0129 -0.0047 -0.0073 0.00
H 1.3646 -3.0349 -3.8030 -0.0006 0.1184 0.1503 0.00
H 2.8153 -0.3737 -0.7567 -0.0286 0.0794 -0.1600 0.00
H 3.2566 -0.9041 1.3111 0.2228 -0.2362 0.4400 0.03
H 3.1072 -0.1742 3.0748 0.1495 -0.2716 -0.2058 0.03
O -0.0175 -5.2894 3.6034 0.7149 -0.2501 -0.2680 -0.03
C 0.9130 -5.6132 2.9918 -1.1568 0.4567 0.0871 -0.02
Fe 2.3914 -6.1318 2.0279 -1.2790 -1.5419 4.4709 1.50
C 2.0186 -7.8697 2.3941 -0.6262 -1.3863 0.0242 -0.01
O 1.7695 -8.9415 2.7455 0.0936 0.2598 0.0061 -0.03
C 3.4780 -6.2057 3.4281 0.5785 0.0438 2.6897 -0.01
O 3.9473 -6.4247 4.4719 0.0209 0.2016 -1.0668 -0.03
C 2.7263 -4.2467 1.5541 0.2262 1.2033 -0.4348 0.02
C 4.2053 -4.0709 1.3469 0.6270 -0.0365 0.0485 0.01
C 4.7454 -5.2328 0.4917 0.0335 0.6499 0.3237 0.00
C 3.9996 -6.4898 0.9058 0.8095 -0.3385 -1.2404 -0.01
C 2.8370 -6.8418 0.1677 0.8889 -0.5256 -2.0493 0.13
C 1.9106 -5.8365 -0.1938 0.0126 -0.9314 -1.5319 0.20
C 1.8463 -4.6342 0.4912 -0.4765 2.0792 -0.4379 0.21
H 2.3119 -3.5439 2.2972 0.0856 0.2014 -0.6289 0.00
H 4.4328 -3.0871 0.8979 0.1403 0.0001 0.0036 0.00
H 4.6947 -4.1057 2.3389 -0.0381 0.1140 -0.3012 0.00
H 4.5985 -5.0129 -0.5813 -0.1312 -0.1325 0.3316 0.00
H 5.8297 -5.3542 0.6286 -0.1650 0.0425 0.0519 0.00
H 4.6215 -7.2825 1.3449 -0.2285 0.1122 -0.5824 0.00
H 2.6909 -7.8686 -0.1770 -0.2300 0.1879 0.1647 0.01
H 1.1074 -6.0965 -0.8872 0.1940 0.1113 0.2193 0.01
H 0.9694 -4.0031 0.3177 -0.1179 -0.3495 0.1400 0.01
```
Positions in Å, forces in eV/Å.

Values from the calculation:
**LUMO energy (spin up / spin down)**: 2.12 / 1.02 eV
**Gap between HOMO and LUMO (spin up / spin down)**: 3.31 / 5.29 eV
**DFT total energy**: -3996.33667 a.u.
**<S²>**: 6.1545
**Net charge**: -1
**Multiplicity**: 5

=====

C4H8O2 | ωB97M-V/def2-TZVPD

XYZ file:
```
14
Properties=species:S:1:pos:R:3:forces:R:3:mulliken_charge:R:1
C -0.0717 1.1997 0.1491 0.8999 -2.6750 0.9995 -0.45
C -0.9939 -1.1521 0.3790 0.6772 -0.2560 -0.5429 -1.40
C 1.3379 0.0890 -0.6069 0.8495 1.4633 -1.2193 -1.21
C 0.0788 -0.1352 0.7694 -2.2265 2.0886 2.8845 1.28
O -1.1172 1.5779 -0.5892 0.2762 -0.0281 -1.2322 -0.49
O 0.6077 -0.1884 1.9196 0.2026 -0.6330 -1.6218 -0.74
H -1.4836 0.8246 -1.0776 -0.1427 0.0918 0.3300 0.36
H 0.4203 2.0316 0.6489 0.1934 -0.2521 -0.2961 0.43
H -1.1128 -1.2913 -0.7000 0.0130 0.0578 -0.0459 0.44
H -0.7207 -2.1182 0.7955 -0.0594 0.0046 0.1081 0.35
H -1.9514 -0.8286 0.7872 0.0849 0.0252 0.1518 0.34
H 1.5692 -0.9741 -0.6745 -0.6320 -0.1522 0.6151 0.41
H 1.2415 0.3891 -1.6509 -0.1007 0.2699 -0.0848 0.34
H 2.1958 0.5760 -0.1495 -0.0356 -0.0046 -0.0458 0.35
```
Positions in Å, forces in eV/Å.

Values from the calculation:
**LUMO energy**: 0.51 eV
**Gap between HOMO and LUMO**: 8.91 eV
**DFT total energy**: -307.57631 a.u.
**ΔE to the lowest compared entry with this formula, charge and spin**: 85.4 kcal/mol